C20H20FN5O3 in the gas phase. Source: the OMol25 dataset; level of theory: the ωB97M-V functional and the def2-TZVPD basis.

Positions of all 49 atoms, in Å:
O 5.832 0.629 2.184
C 5.585 0.080 1.131
C 5.149 -1.397 1.113
N 3.843 -1.554 0.551
N 3.595 -2.290 -0.509
N 2.341 -2.187 -0.759
C 1.821 -1.363 0.179
C 0.431 -0.980 0.250
C -0.477 -1.475 -0.681
C -1.811 -1.120 -0.621
C -2.256 -0.258 0.378
O -3.538 0.158 0.539
C -4.521 -0.313 -0.353
C -5.865 0.253 0.021
C -6.054 1.104 1.100
C -7.315 1.593 1.399
C -8.406 1.240 0.625
C -8.242 0.391 -0.458
C -6.978 -0.086 -0.739
F -6.810 -0.916 -1.796
C -1.341 0.242 1.311
C -0.014 -0.114 1.249
N 2.773 -0.953 1.016
N 5.693 0.700 -0.059
C 5.407 0.178 -1.378
C 4.183 0.913 -1.944
O 4.411 2.301 -1.988
C 4.691 2.813 -0.703
C 5.923 2.135 -0.094
H 5.138 -1.726 2.156
H 5.838 -2.016 0.535
H -0.124 -2.144 -1.450
H -2.491 -1.521 -1.355
H -4.282 -0.015 -1.386
H -4.575 -1.412 -0.324
H -5.201 1.376 1.699
H -7.443 2.254 2.242
H -9.388 1.622 0.859
H -9.072 0.098 -1.079
H -1.704 0.909 2.077
H 0.694 0.267 1.969
H 5.237 -0.896 -1.375
H 6.270 0.395 -2.020
H 3.985 0.597 -2.969
H 3.300 0.698 -1.323
H 4.862 3.882 -0.831
H 3.827 2.657 -0.040
H 6.094 2.481 0.925
H 6.804 2.339 -0.710

Energy: -37374.08710 eV
Structure (SMILES): O=C(Cn1nnc(-c2ccc(OCc3ccccc3F)cc2)n1)N1CCOCC1
Gap between HOMO and LUMO: 9.2526 eV
Highest occupied orbital energy: -8.53 eV

A molecular structure, C20H20N3O6PdSe. Source: the OMol25 dataset; level of theory: the ωB97M-V functional and the def2-TZVPD basis.

Positions of all 51 atoms, in Å:
Pd 1.344 -0.476 -1.023
O 0.835 3.423 -0.253
C 1.547 2.420 -0.333
O 1.717 1.695 -1.375
C 2.353 2.024 0.929
C 3.489 1.032 0.641
C 4.502 1.066 1.794
C 3.694 0.366 2.917
C 2.395 -0.003 2.175
O 2.871 -0.252 0.845
C 1.525 1.254 2.005
C 0.080 0.870 1.609
O -0.832 1.247 2.350
O -0.080 0.131 0.582
H 2.733 2.960 1.337
H 3.904 1.087 -0.360
H 4.797 2.083 2.051
H 5.394 0.498 1.527
H 3.495 1.023 3.762
H 4.200 -0.529 3.277
H 1.875 -0.877 2.560
H 1.448 1.816 2.932
Se 3.118 -1.811 -2.235
C 1.992 -2.561 -1.035
N 1.316 -3.121 -0.262
C -4.081 0.350 -0.655
N -2.667 0.576 -0.838
N -1.973 -0.318 -1.635
C -0.907 0.365 -2.239
O 0.007 -0.220 -2.868
C -1.115 1.742 -1.941
C -2.143 1.817 -1.058
C -2.616 2.993 -0.283
C -1.966 -1.696 -1.305
C -2.216 -2.115 -0.001
C -2.301 -3.469 0.273
C -2.122 -4.405 -0.733
C -1.822 -3.983 -2.019
C -1.749 -2.631 -2.314
H -4.253 -0.652 -0.268
H -4.628 0.451 -1.602
H -4.459 1.078 0.057
H -0.446 2.534 -2.215
H -1.897 3.799 -0.414
H -2.631 2.725 0.776
H -3.609 3.330 -0.590
H -2.296 -1.381 0.789
H -2.479 -3.796 1.290
H -2.191 -5.463 -0.513
H -1.633 -4.709 -2.799
H -1.521 -2.292 -3.313

Energy: -106646.90500 eV
Energy above the lowest of the compared OMol25 structures with the same formula, charge and spin: 1.085 eV
Gap between HOMO and LUMO (alpha / beta): 6.0024 / 6.0054 eV
Highest occupied orbital energy (alpha / beta): -4.68 / -4.68 eV
Total charge: -1